The following is a DFT calculation (ωB97M-V with the def2-TZVPD basis set) of a molecular structure, C42H30BrF4P3RhS4 in a non-equilibrium geometry.

Geometry (Å):
1 Rh 0.40 -0.22 0.52
2 F -5.90 -2.06 -2.02
3 C -4.65 -1.64 -1.96
4 C -4.05 -1.06 -3.06
5 F -4.73 -0.92 -4.18
6 C -2.74 -0.63 -2.98
7 F -2.20 -0.14 -4.09
8 C -2.00 -0.73 -1.81
9 P -0.28 -0.09 -1.72
10 C -0.26 1.47 -2.62
11 C 0.09 1.53 -3.97
12 C 0.08 2.74 -4.63
13 C -0.25 3.90 -3.94
14 C -0.58 3.85 -2.60
15 C -0.58 2.63 -1.93
16 C 0.62 -1.27 -2.75
17 C 0.10 -2.53 -3.05
18 C 0.82 -3.41 -3.85
19 C 2.08 -3.05 -4.31
20 C 2.62 -1.81 -3.98
21 C 1.89 -0.92 -3.20
22 C -2.63 -1.33 -0.72
23 Br -1.75 -1.56 0.93
24 C -3.92 -1.80 -0.79
25 F -4.50 -2.39 0.25
26 H 0.34 0.63 -4.52
27 H 0.33 2.78 -5.68
28 H -0.25 4.86 -4.46
29 H -0.83 4.75 -2.06
30 H -0.83 2.59 -0.88
31 H -0.88 -2.82 -2.68
32 H 0.40 -4.37 -4.11
33 H 2.63 -3.73 -4.94
34 H 3.60 -1.53 -4.34
35 H 2.32 0.04 -2.95
36 S 2.56 -0.87 -0.17
37 P 2.41 -1.85 1.62
38 S 1.71 -0.55 2.90
39 C 3.93 -2.78 1.88
40 C 4.73 -2.53 2.98
41 C 5.89 -3.27 3.18
42 C 6.24 -4.26 2.27
43 C 5.44 -4.51 1.16
44 C 4.28 -3.78 0.96
45 C 1.23 -3.21 1.43
46 C 0.80 -3.87 2.59
47 C -0.05 -4.96 2.48
48 C -0.47 -5.40 1.22
49 C -0.04 -4.75 0.08
50 C 0.82 -3.66 0.18
51 H 4.45 -1.75 3.69
52 H 6.51 -3.08 4.04
53 H 7.14 -4.84 2.43
54 H 5.72 -5.28 0.46
55 H 3.65 -3.98 0.10
56 H 1.13 -3.52 3.56
57 H -0.37 -5.48 3.37
58 H -1.14 -6.25 1.14
59 H -0.37 -5.09 -0.90
60 H 1.17 -3.16 -0.71
61 S -1.43 0.77 3.34
62 P -0.89 2.33 2.30
63 S 0.81 1.98 1.16
64 C -0.44 3.77 3.30
65 C 0.70 4.54 3.06
66 C 0.90 5.71 3.78
67 C -0.03 6.11 4.73
68 C -1.15 5.33 4.98
69 C -1.36 4.16 4.27
70 C -2.23 2.96 1.26
71 C -2.13 4.23 0.68
72 C -3.20 4.76 -0.02
73 C -4.37 4.03 -0.16
74 C -4.47 2.76 0.40
75 C -3.41 2.23 1.11
76 H 1.43 4.22 2.32
77 H 1.78 6.31 3.58
78 H 0.13 7.03 5.28
79 H -1.86 5.64 5.73
80 H -2.23 3.54 4.47
81 H -1.21 4.80 0.79
82 H -3.13 5.76 -0.44
83 H -5.21 4.45 -0.69
84 H -5.39 2.20 0.30
85 H -3.48 1.25 1.58

Properties
E_tot = -7319.217521 Eh
ΔE to the lowest compared entry with this formula, charge and spin = 41.9 kcal/mol
F_max = 0.02793 hartree/bohr
spin multiplicity = 1
charge = +1